DFT (ωB97M-V/def2-TZVPD) results for C36H32Br2FN3OPS4SbSiTa as an isolated structure.

## Properties
* E_HOMO: -4.040 eV
* total energy: -9399.6288 hartree
* charge: -1

Geometry as XYZ:
```
83
Properties=species:S:1:pos:R:3:lowdin_charge:R:1
Ta 0.7237 1.0225 0.5070 1.23
Sb -1.2711 2.4266 5.4702 0.10
Br 2.9602 3.9940 -2.4978 0.78
Br 8.2431 2.8689 -0.9031 0.74
S 0.2799 1.9685 7.0498 -0.43
S 1.0403 1.8160 2.6721 -0.02
S -2.5922 0.6070 5.0755 -0.33
S 0.0627 3.1818 1.3898 0.01
P -2.5517 0.1276 0.3463 0.83
Si 1.6317 -2.0926 0.2704 0.39
F 0.2639 1.5050 -1.8239 -0.06
O 2.3204 1.9351 -0.3401 -0.35
N 3.9798 0.5023 1.2209 0.12
N 1.3837 -0.6272 -0.6367 -0.22
N -1.0170 0.2612 0.6650 -0.40
C 4.1299 3.0135 -1.3848 -0.59
C -3.2816 -2.4559 3.3847 -0.09
C -5.3331 -2.2331 2.1429 -0.08
C 5.9131 1.6108 0.2526 -0.19
C -4.3338 2.2059 -0.3922 -0.09
C -2.8127 -0.4592 -1.3506 -0.27
C 0.8844 0.5701 -2.6462 -0.22
C 5.5123 3.2238 -1.5051 -0.18
C -5.0102 3.3827 -0.1061 -0.09
C -3.9926 3.4468 2.0756 -0.06
C -3.1607 -2.2622 -2.9140 -0.08
C 1.9302 -1.3324 -4.2558 -0.10
C 6.7440 0.8736 1.1258 -0.04
C -3.1174 -1.7937 -1.6082 -0.08
C 4.7820 -0.1509 2.0180 -0.13
C 6.1824 0.0038 2.0123 -0.04
C -3.3600 -1.0563 1.4333 -0.30
C 6.3805 2.5434 -0.7061 -0.63
C 0.2979 -3.3428 -0.1513 -0.15
C 3.3397 -2.8281 -0.0175 -0.17
C -4.7114 -1.3635 1.2665 -0.09
C -3.4763 1.6555 0.5566 -0.28
C -4.6134 -2.7822 3.2009 -0.08
C -2.9091 -1.4006 -3.9706 -0.08
C 1.4638 -1.6367 2.0821 -0.20
C -4.8357 4.0032 1.1245 -0.08
C 1.9334 -1.5213 -2.8816 -0.03
C -3.3089 2.2749 1.7943 -0.11
C 1.4225 -0.5500 -2.0049 -0.30
C 4.5185 1.3946 0.3545 -0.13
C 1.4199 -0.1745 -4.8260 -0.10
C 3.5934 2.1254 -0.4722 -0.37
C -2.6123 -0.0675 -3.7215 -0.08
C 0.8789 0.7998 -3.9944 -0.03
C -2.5572 0.3996 -2.4187 -0.10
C -2.6517 -1.5907 2.4990 -0.12
H 0.4542 1.7188 -4.3761 0.12
H -3.3066 -2.4726 -0.7869 0.10
H -6.3814 -2.4718 2.0159 0.10
H -5.3645 4.9229 1.3424 0.10
H 1.6106 -2.5614 2.6490 0.05
H 0.5241 -3.9111 -1.0560 0.03
H -4.4849 1.7182 -1.3476 0.09
H 3.7381 -3.2434 0.9115 0.03
H -2.6741 1.8320 2.5543 0.02
H 3.3216 -3.6340 -0.7543 0.02
H 1.4362 -0.0281 -5.8971 0.10
H -2.4082 0.6059 -4.5437 0.10
H -1.6273 -1.2895 2.6616 0.07
H -0.6460 -2.8146 -0.3092 0.01
H 0.1510 -4.0529 0.6663 0.03
H 2.2147 -0.9244 2.4322 -0.02
H -3.3850 -3.3042 -3.1032 0.10
H 2.3544 -2.4292 -2.4695 0.09
H 4.3215 -0.8448 2.7142 0.11
H 0.4783 -1.2608 2.3603 -0.01
H 2.3455 -2.1050 -4.8910 0.10
H 6.7895 -0.5660 2.7023 0.10
H -5.1074 -3.4444 3.9007 0.10
H -2.3057 1.4359 -2.2298 0.11
H -5.2751 -0.9150 0.4553 0.11
H 7.8151 1.0150 1.0841 0.07
H -2.9377 -1.7671 -4.9889 0.10
H 5.8771 3.9346 -2.2326 0.09
H 4.0348 -2.0620 -0.3640 0.03
H -3.8560 3.9143 3.0422 0.11
H -2.7374 -2.8316 4.2403 0.11
H -5.6752 3.8135 -0.8441 0.10
```

DFT (ωB97M-V/def2-TZVPD) results for a single C26H36N2O4S molecule.

## Properties
* E_HOMO: -7.862 eV
* SMILES: CC(C)[C@H](C)NC(=O)COc1ccc(Sc2ccc(OCC(=O)N[C@H](C)C(C)C)cc2)cc1
* total energy: -1821.0464 hartree
* charge: 0

Geometry as XYZ:
```
69
Properties=species:S:1:pos:R:3:lowdin_charge:R:1
S -1.2975 4.0973 0.4000 1.00
O 5.3959 0.5823 -0.3707 0.07
O -4.6550 -3.9089 3.3174 0.06
O -2.9045 -1.5142 1.3673 -0.06
O 4.3177 3.8031 -1.4447 -0.05
N -3.5369 -4.0282 1.3524 0.10
N 4.2649 1.2256 -2.2268 0.12
C -2.4098 -7.6354 0.9367 -0.07
C 0.8367 4.7426 -1.1774 -0.10
C 1.2738 3.0886 0.5089 -0.09
C -3.6780 -5.4542 1.1343 -0.34
C 3.8859 -0.0875 -2.7019 -0.34
C -2.5584 2.1271 1.8057 -0.10
C 4.9800 1.4459 -1.1133 -0.49
C -2.2901 -6.1213 1.0949 -0.39
C -4.0253 -3.3878 2.4217 -0.47
C 1.5135 0.7809 -3.1048 -0.06
C 2.5936 3.0126 0.1005 -0.02
C 5.2621 2.9358 -0.8595 -0.09
C -2.5622 -0.2006 1.2207 -0.25
C -1.3342 1.3813 -0.1208 -0.09
C 3.0427 3.8065 -0.9497 -0.27
C -2.9727 0.8307 2.0570 -0.01
C -3.7395 -1.8810 2.4425 -0.09
C 2.3729 -0.3414 -2.5234 -0.37
C -1.7391 0.0897 0.1311 0.00
C -4.4856 -5.6816 -0.1429 -0.04
C 2.0412 -0.5387 -1.0463 -0.05
C -1.7371 2.4074 0.7254 -0.54
C 2.1522 4.6758 -1.5815 0.00
C 0.3895 3.9406 -0.1339 -0.54
C -1.5114 -5.7948 2.3686 -0.06
C 4.3446 -0.2554 -4.1488 -0.04
H -4.2375 -5.8307 1.9971 0.15
H -3.2732 -1.6446 3.4079 0.14
H -3.0235 -3.4922 0.6691 0.15
H 0.1482 5.4142 -1.6659 0.10
H -3.6097 0.6418 2.9060 0.11
H 0.9328 2.4724 1.3275 0.12
H 6.2161 3.1868 -1.3335 0.14
H 2.2539 0.3681 -0.4864 0.06
H 4.1034 -1.2527 -4.5057 0.08
H -4.7054 -1.3605 2.3903 0.14
H -2.8383 -7.9028 -0.0249 0.07
H -1.3578 -4.7234 2.4707 0.07
H -3.9101 -5.3827 -1.0171 0.08
H -1.7411 -5.7196 0.2343 0.14
H -0.7038 1.5968 -0.9699 0.10
H 3.8623 0.4717 -4.7982 0.07
H -4.7622 -6.7258 -0.2446 0.07
H -3.0346 -8.0485 1.7250 0.09
H 2.6317 -1.3472 -0.6231 0.09
H 2.1431 -1.2689 -3.0589 0.14
H 5.3611 3.1034 0.2190 0.14
H 1.7566 0.9701 -4.1475 0.07
H 0.4633 0.5020 -3.0538 0.08
H -5.3978 -5.0906 -0.1076 0.08
H -2.0566 -6.1453 3.2417 0.09
H 1.6448 1.7019 -2.5394 0.07
H 5.4208 -0.1157 -4.2162 0.08
H 4.4288 -0.7979 -2.0683 0.14
H -1.4261 -8.0941 1.0050 0.08
H 3.9887 2.0179 -2.7875 0.15
H -0.5377 -6.2788 2.3505 0.08
H 2.5166 5.2897 -2.3900 0.12
H -2.8775 2.9291 2.4532 0.11
H 3.2601 2.3375 0.6140 0.11
H 0.9880 -0.7757 -0.9195 0.06
H -1.4388 -0.7195 -0.5165 0.11
```

DFT (ωB97M-V/def2-TZVPD) results for a single C7H14N2O3S molecule.

## Properties
* E_HOMO: -8.968 eV
* SMILES: CSCC[C@H](NC(=O)CN)C(=O)O
* total energy: -1008.4295 hartree
* charge: 0

Geometry as XYZ:
```
27
Properties=species:S:1:pos:R:3:lowdin_charge:R:1
S 3.7723 0.3948 0.0330 0.70
O -0.8928 -2.3852 1.1134 0.01
O -2.8052 1.2845 -0.1342 0.01
O -1.5370 3.0439 -0.4048 0.05
N -0.5244 -0.0246 1.4002 0.09
N -2.9165 -1.2506 -0.5222 -0.05
C 1.0558 1.2466 0.0327 -0.20
C -1.5171 -1.0996 -0.7589 -0.22
C 2.1783 0.6124 1.0145 -0.46
C -0.2440 1.2579 0.7579 -0.24
C -0.8328 -1.2008 0.6771 -0.38
C 3.1017 -0.9038 -1.1403 -0.49
C -1.6002 1.9241 0.1479 -0.37
H -3.1185 -2.3123 -0.2936 0.16
H -1.4309 -0.0147 -1.1956 0.13
H 1.8863 -0.3629 1.4440 0.06
H -1.0323 -1.8761 -1.4767 0.14
H 2.3574 1.3391 1.9046 0.10
H 2.1477 -1.6238 -0.6224 0.10
H -0.1495 1.9924 1.6144 0.17
H 1.0364 0.7278 -0.9221 0.09
H 2.5540 -0.4143 -2.2006 0.09
H -3.5704 -1.0143 -1.3208 0.13
H 4.1127 -1.5977 -1.4682 0.08
H -2.7918 0.2571 0.0786 0.07
H -0.4913 -0.2970 2.3192 0.11
H 1.2521 2.2972 -0.0768 0.11
```

DFT (ωB97M-V/def2-TZVPD) results for C16H26B2MgN6O2 as an isolated structure.

## Properties
* E_HOMO: -6.716 eV
* total energy: -1354.2346 hartree
* charge: 0

Geometry as XYZ:
```
53
Properties=species:S:1:pos:R:3:lowdin_charge:R:1
Mg -0.8456 -0.7956 -1.1288 0.78
O 0.0393 1.7463 3.0868 0.06
O 0.8623 -0.2282 2.1053 0.07
N -2.2047 -0.4156 -3.9513 -0.03
N -0.4271 1.0451 -2.0016 -0.03
N -2.5659 -0.7113 -2.6494 0.00
N -0.4087 1.1785 -3.3786 -0.02
N 0.2562 -1.1434 -3.8893 -0.01
N 0.3661 -1.5404 -2.5611 -0.03
C 1.7090 0.0640 3.2460 -0.46
C -0.1268 2.2535 -1.4922 -0.10
C -0.0808 2.4300 -3.7130 -0.07
C 0.1079 3.1570 -2.5457 -0.06
C -1.6050 -1.6712 1.0921 -0.22
C 3.0123 0.6966 2.7810 -0.02
C 1.3800 -2.4267 -2.5066 -0.10
C 1.1848 -1.7691 -4.6279 -0.06
C 0.8209 1.0918 4.1092 -0.48
C 1.9284 -2.6010 -3.7954 -0.05
C -3.2964 -0.4372 -4.7286 -0.08
C -3.8935 -0.8996 -2.6244 -0.12
C 1.5068 2.1964 4.8760 -0.02
C 2.0484 -1.2334 3.9503 -0.01
C -0.1802 0.3672 5.0498 -0.01
C -4.3934 -0.7434 -3.9306 -0.07
B -0.7366 -0.0307 -4.3102 -0.48
B -0.2513 0.5890 2.3341 -0.47
H 0.7317 2.9014 5.1983 0.10
H -0.0381 2.6794 -4.7678 0.13
H -1.9572 -1.5722 2.1242 -0.04
H 1.6679 -2.8945 -1.5795 0.11
H -3.1846 -0.2176 -5.7723 0.12
H -0.6377 0.2523 -5.4635 0.12
H -1.4124 0.2573 2.2639 0.08
H -0.1063 2.4155 -0.4179 0.12
H -2.4094 -2.0693 0.4447 -0.08
H 1.2326 -1.5633 -5.6836 0.12
H 1.1558 -1.8165 4.1999 0.09
H 2.6934 -1.8542 3.3174 0.09
H 2.7455 -3.2370 -4.0783 0.09
H 3.5698 0.0070 2.1339 0.09
H 0.2836 0.0220 5.9782 0.09
H -0.7492 -2.3582 1.0626 -0.07
H 2.0151 1.8048 5.7632 0.09
H 2.8474 1.6326 2.2323 0.10
H 2.6027 -1.0195 4.8721 0.10
H -4.4213 -1.1253 -1.7041 0.11
H -0.6711 -0.4983 4.5751 0.09
H -0.9741 1.0807 5.3065 0.10
H 3.6434 0.8993 3.6566 0.09
H 2.2231 2.7390 4.2538 0.08
H -5.4193 -0.8339 -4.2429 0.09
H 0.3625 4.1999 -2.4688 0.09
```

Short version: LUMO level = 1.7, 0.5, 0.5, 0.6 eV, in the order given.